Formula: C16H40F18N4O3P3
Source: the OMol25 dataset
Level of theory: ωB97M-V/def2-TZVPD

* energy relative to the best compared isomer or geometry (same formula, charge and spin): 0.00 kJ/mol
* charge: -1
* HOMO energy: -6.1 eV
* E: -3900.584901 Ha

XYZ file:
```
84
Properties=species:S:1:pos:R:3:forces:R:3:mulliken_charge:R:1
N -17.1457 -3.8659 -12.9539 -0.300 0.659 0.141 0.62
H -16.2568 -4.1248 -13.3575 0.297 -0.056 0.111 0.38
H -17.8316 -4.6048 -13.0135 0.096 -0.179 -0.603 0.10
H -17.4944 -3.0282 -13.3974 -0.157 0.257 -0.690 0.39
H -17.1233 -3.5926 -11.9818 0.956 0.035 0.814 -0.07
N -16.6046 -1.4821 -10.7798 1.557 1.595 0.614 0.96
O -17.3096 -1.2288 -11.7404 -1.723 0.675 -1.386 -0.59
O -16.4188 -2.6472 -10.4636 0.060 -2.708 0.943 -0.64
O -16.0099 -0.5860 -10.1597 -0.221 0.394 0.243 -0.76
C -15.8928 -10.2863 -11.1720 0.033 -0.738 0.021 -1.32
C -14.8421 -9.2750 -10.8700 1.228 1.434 0.255 -0.14
C -15.4355 -7.9830 -10.3477 0.332 0.480 0.336 -0.08
N -14.3973 -7.0509 -9.5157 -2.030 -0.004 -0.960 0.48
C -14.2304 -7.7194 -8.1320 0.602 1.633 -0.562 -1.09
C -13.0946 -6.5926 -10.2204 0.569 -2.160 1.255 -0.40
C -12.8293 -5.1704 -9.8086 2.185 -0.106 -0.312 -0.66
C -13.9168 -4.6831 -8.9296 -1.041 0.209 0.032 -0.67
C -15.0486 -5.6735 -9.2684 -0.650 1.212 0.688 0.15
H -16.1406 -10.8580 -10.2776 -0.386 0.041 -0.017 0.34
H -15.4281 -10.9727 -11.8798 -0.449 -0.214 -0.116 0.40
H -16.7691 -9.8111 -11.6129 -0.045 -0.217 -0.001 0.26
H -14.3254 -9.0534 -11.8038 0.217 0.187 0.067 0.13
H -14.0923 -9.6137 -10.1551 0.079 -0.466 -0.020 0.33
H -16.2608 -8.1729 -9.6616 0.229 0.043 0.425 0.52
H -15.9313 -7.4931 -11.1857 0.749 0.803 0.180 -0.35
H -13.8286 -8.7307 -8.0699 -0.184 0.063 -0.828 0.29
H -15.1839 -7.6400 -7.6098 0.062 -0.159 -0.232 0.33
H -13.5159 -7.0629 -7.6355 -0.026 -0.096 0.288 0.49
H -12.3238 -7.1984 -9.7440 0.060 -0.418 -0.333 0.51
H -13.1002 -6.8156 -11.2874 -0.478 0.195 0.208 0.09
H -11.9627 -5.0820 -9.1534 0.614 -0.475 -0.463 0.32
H -12.5658 -4.6290 -10.7172 -0.630 0.490 0.170 0.39
H -13.6485 -4.6564 -7.8735 0.115 -0.481 0.077 0.41
H -14.0186 -3.6268 -9.1787 -1.266 -0.122 -0.086 0.31
H -15.8134 -5.7764 -8.4987 0.084 -0.117 0.002 0.69
H -15.5496 -5.2369 -10.1324 0.150 -0.894 -0.387 -0.76
C -22.5567 -4.1634 -13.9995 0.164 1.667 1.163 -1.54
C -21.7507 -3.6816 -12.7707 1.354 -0.598 0.888 0.83
C -22.3906 -2.8629 -11.6669 -0.792 1.696 0.469 -0.77
N -21.4397 -1.9948 -10.7226 0.361 -0.245 1.403 0.44
C -20.3971 -2.9549 -10.1353 -0.256 0.484 -0.124 -1.12
C -22.2356 -1.2504 -9.5568 -0.155 0.543 -1.328 -0.77
C -21.3527 -0.0768 -9.1269 1.530 -0.772 -0.865 -0.58
C -20.3810 0.2412 -10.3783 -1.148 -0.329 1.840 -0.75
C -20.7145 -0.8333 -11.4289 -0.314 0.428 0.734 0.02
H -23.4727 -4.5990 -13.6004 -0.081 -0.345 -0.465 0.44
H -21.9253 -4.8416 -14.5734 -0.266 0.023 0.114 0.31
H -22.7863 -3.2705 -14.5810 -0.196 -0.250 -0.388 0.35
H -20.8310 -3.1510 -13.0171 0.064 -0.190 -0.728 -0.39
H -21.4503 -4.6012 -12.2684 0.473 -0.052 0.000 0.04
H -22.9904 -3.5032 -11.0200 0.141 0.175 0.359 0.44
H -23.0324 -2.0499 -12.0063 -0.262 -0.154 -0.427 0.42
H -19.8310 -3.3276 -10.9890 -0.363 -0.628 0.230 0.43
H -20.9477 -3.6624 -9.5154 0.140 -0.441 -0.607 0.30
H -19.6337 -2.5366 -9.4792 -0.310 0.893 -0.091 0.44
H -22.5867 -1.8508 -8.7175 0.640 -0.687 -0.313 0.41
H -23.1605 -0.8692 -9.9897 0.064 -0.097 -0.512 0.42
H -20.7255 -0.4485 -8.3166 0.044 0.269 0.126 0.29
H -21.8694 0.8158 -8.7744 -0.263 -0.289 -0.146 0.38
H -19.3624 0.2948 -9.9941 0.048 -0.265 -0.470 0.24
H -20.6682 1.2270 -10.7442 0.282 -0.129 -0.244 0.42
H -19.8329 -1.2129 -11.9454 -0.231 0.063 -0.298 -0.17
H -21.4427 -0.2868 -12.0282 0.008 -0.908 -0.718 0.48
P -18.7074 -6.8392 -11.6837 -1.157 -1.058 -0.153 1.51
F -17.5190 -5.8960 -11.0721 0.615 -1.306 0.119 -0.53
F -18.8987 -5.6702 -12.7527 -0.637 -0.550 -1.626 -0.66
F -17.7085 -7.7621 -12.6406 -0.325 1.526 1.337 -0.37
F -19.9458 -7.6590 -12.3326 -0.002 0.363 -0.030 -0.41
F -18.6720 -7.9150 -10.4899 1.286 -0.330 0.129 -0.39
F -19.7182 -6.0014 -10.7496 -1.009 0.514 0.650 -0.44
P -18.9809 -2.4779 -15.8763 -0.128 -1.673 -0.002 1.35
F -19.5652 -3.8582 -15.1984 -1.528 0.500 -0.074 -0.36
F -20.4058 -1.5914 -15.5598 1.519 -1.288 -1.184 -0.40
F -18.5855 -2.0882 -14.3133 0.399 0.740 -0.541 -0.53
F -18.1802 -1.1913 -16.4379 -1.187 -0.448 0.196 -0.38
F -17.6683 -3.3897 -16.1126 1.063 0.847 0.535 -0.37
F -19.4521 -3.0388 -17.3594 -0.676 1.688 1.073 -0.40
P -14.1775 -5.6585 -13.9235 0.457 -1.089 -2.012 1.19
F -12.5677 -5.2617 -13.7527 -2.168 0.157 0.722 -0.40
F -13.8160 -6.0129 -15.5274 -0.470 0.974 1.573 -0.40
F -13.8928 -7.2227 -13.5730 1.714 -0.079 0.886 -0.39
F -15.6417 -6.1785 -14.1080 -2.230 0.247 -0.904 -0.28
F -14.6040 -5.3886 -12.3322 1.404 0.450 -0.385 -0.26
F -14.7343 -4.1379 -14.2863 1.699 -0.844 0.215 -0.45
```
Forces are in eV/Å.